# 1
Density functional theory data (ωB97M-V/def2-TZVPD) for the molecule C6H12O in a non-equilibrium geometry.

Geometry as ORCA input:
```
! RIJCOSX wB97M-V def2-TZVPD def2/J DEFGRID3
* xyz 0 1
C -2.73 0.20 1.30
C -1.42 0.07 0.94
C -0.72 0.70 -0.15
C -0.12 -0.23 -1.25
C 1.07 -1.11 -0.60
C 2.05 -0.13 0.29
O 2.14 1.23 -0.20
H -3.58 0.08 0.57
H -3.14 0.48 2.32
H -0.78 -0.57 1.57
H -1.56 1.18 -0.71
H 0.00 1.44 0.21
H -0.95 -0.88 -1.64
H 0.41 0.36 -2.03
H 0.49 -1.83 0.08
H 1.76 -1.72 -1.39
H 1.47 0.07 1.23
H 3.11 -0.61 0.57
H 2.48 1.28 -1.11
*
```

Summary:
* Kohn-Sham gap: 9.10 eV
* energy: -8460.4970 eV
* max |F|: 3.9 eV/Å
* SMILES string: C=CCCCCO
* ΔE to the lowest compared entry with this formula, charge and spin: 88.9 kcal per mole
* E_LUMO: 0.8 eV



# 2
Density functional theory data (ωB97M-V/def2-TZVPD) for C3H4CoO4 as an isolated structure in a non-equilibrium geometry.

Geometry as ORCA input:
```
! RIJCOSX wB97M-V def2-TZVPD def2/J DEFGRID3
* xyz 1 5
C 0.94 1.97 -0.21
C 0.41 0.76 -0.90
O -0.89 0.32 -0.25
C -1.19 -0.94 -0.03
O -2.04 -1.19 0.88
O -0.42 -1.88 -0.39
O 1.24 1.93 0.98
Co -0.89 -2.70 1.27
H 1.00 2.91 -0.79
H 1.22 0.02 -0.96
H 0.18 0.97 -1.96
H 0.43 -2.19 2.36
*
```

Summary:
* Kohn-Sham gap (spin up / spin down): 6.66 / 3.12 eV
* energy: -48978.9715 eV
* expectation value of S²: 6.02
* max |F|: 3.9 eV/Å
* ΔE to the lowest compared entry with this formula, charge and spin: 58.1 kcal per mole
* E_LUMO (spin up / spin down): -6.6 / -10.7 eV



# 3
Density functional theory data (ωB97M-V/def2-TZVPD) for a 2-piece molecular cluster, C3H9N3O3 overall in a non-equilibrium geometry.

Geometry as ORCA input:
```
! RIJCOSX wB97M-V def2-TZVPD def2/J DEFGRID3
* xyz 0 1
H -1.64 0.55 1.21
N -1.41 1.09 0.13
C -1.50 -0.06 -0.31
C -1.35 -0.80 -1.58
O -1.85 -0.90 0.97
H -1.11 -0.10 -2.37
H -2.28 -1.32 -1.80
H -0.55 -1.54 -1.49
H -1.19 -1.62 1.06
N 1.52 1.71 0.32
N 1.42 0.56 1.14
C 1.42 -0.66 0.51
O 0.97 -1.66 1.02
O 1.94 -0.63 -0.72
H 0.59 2.06 0.10
H 2.07 2.42 0.79
H 0.83 0.60 1.96
H 2.13 0.31 -0.92
*
```

Summary:
* Kohn-Sham gap: 10.76 eV
* energy: -13868.0377 eV
* max |F|: 3.5 eV/Å
* SMILES string: [H]/N=C(/C)O.NNC(=O)O
* ΔE to the lowest compared entry with this formula, charge and spin: 69.6 kcal per mole
* E_LUMO: 0.8 eV



# 4
Density functional theory data (ωB97M-V/def2-TZVPD) for a 2-piece molecular cluster, CH2ClN8S overall in a non-equilibrium geometry.

Geometry as ORCA input:
```
! RIJCOSX wB97M-V def2-TZVPD def2/J DEFGRID3
* xyz -1 1
C 1.26 -0.24 -1.78
N 0.27 -0.96 -2.36
N -0.71 -1.00 -1.46
N -0.32 -0.24 -0.40
N -0.14 0.86 1.77
N -1.32 0.76 2.12
N 0.91 0.21 -0.58
N 0.92 1.13 1.80
N -2.28 0.00 1.55
S 2.74 0.38 -2.51
Cl -2.38 -1.57 2.60
H 3.09 0.95 -1.22
H -2.04 -0.26 0.48
*
```

Summary:
* Kohn-Sham gap: 8.10 eV
* energy: -36343.9819 eV
* max |F|: 3.3 eV/Å
* ΔE to the lowest compared entry with this formula, charge and spin: 20.5 kcal per mole
* E_LUMO: 3.1 eV



# 5
Density functional theory data (ωB97M-V/def2-TZVPD) for a 10-piece molecular cluster, C64H66BF9N3O10PS overall in a non-equilibrium geometry.

Geometry as ORCA input:
```
! RIJCOSX wB97M-V def2-TZVPD def2/J DEFGRID3
* xyz 0 1
C 3.27 -1.72 1.17
N 3.34 -0.37 0.48
C 2.42 -0.35 -0.75
B 2.96 0.78 1.39
O 2.37 0.41 2.72
C 3.09 2.38 1.05
C 4.19 2.61 -0.16
P 5.77 3.65 0.23
N 6.23 3.29 1.76
O 5.53 5.37 -0.01
O 7.05 3.11 -0.84
O 3.34 3.00 -1.30
C 1.96 3.35 -0.92
O 1.20 3.74 -1.94
C 1.71 3.25 0.70
C 0.27 2.76 1.29
C -1.05 3.46 0.61
C -2.21 2.31 0.40
S -1.78 0.98 -0.84
O -0.74 1.39 -1.91
O -1.19 -0.30 -0.14
O -3.19 0.49 -1.65
C 2.20 4.77 1.19
O 1.11 5.75 1.24
N 1.26 6.54 0.15
O 0.18 6.98 -0.22
H 3.76 -1.75 2.24
H 2.16 -2.13 1.16
H 3.90 -2.49 0.51
H 3.04 -0.29 -1.77
H 1.69 0.57 -0.74
H 1.76 -1.32 -0.84
H 1.39 0.17 2.51
H 3.65 2.80 1.99
H 4.70 1.62 -0.59
H 7.20 2.85 1.71
H 5.84 5.81 0.85
H 6.77 2.16 -1.08
H 0.25 3.08 2.44
H 0.08 1.61 1.28
H -1.50 4.22 1.41
H -0.83 4.10 -0.34
H -2.32 1.77 1.46
H -3.29 2.76 0.18
H -2.99 0.66 -2.63
H 2.67 4.74 2.28
H 2.96 5.14 0.37
F -2.45 1.14 -4.47
C -2.97 1.82 -5.51
C -3.81 2.89 -5.27
C -4.34 3.60 -6.35
C -4.03 3.21 -7.66
C -3.18 2.13 -7.89
C -2.64 1.43 -6.81
H -4.05 3.17 -4.25
H -5.00 4.45 -6.18
H -4.45 3.76 -8.50
H -2.94 1.83 -8.90
H -1.97 0.59 -6.97
F 0.35 2.53 4.66
C -0.47 3.13 5.53
C -0.77 2.51 6.74
C -1.62 3.14 7.65
C -2.17 4.38 7.33
C -1.87 5.00 6.12
C -1.01 4.37 5.22
H -0.34 1.54 6.96
H -1.85 2.66 8.60
H -2.84 4.87 8.04
H -2.30 5.97 5.88
H -0.76 4.84 4.27
F 0.89 -0.38 8.39
C 1.44 0.48 9.26
C 1.44 0.18 10.62
C 2.02 1.07 11.52
C 2.58 2.26 11.05
C 2.57 2.56 9.69
C 2.00 1.66 8.79
H 0.99 -0.75 10.96
H 2.03 0.84 12.58
H 3.03 2.96 11.75
H 3.00 3.49 9.33
H 1.99 1.87 7.72
F -3.99 -0.44 8.36
C -3.25 -1.38 7.76
C -3.78 -2.66 7.59
C -3.01 -3.64 6.96
C -1.72 -3.33 6.52
C -1.20 -2.05 6.70
C -1.97 -1.07 7.32
H -4.78 -2.88 7.95
H -3.42 -4.64 6.82
H -1.12 -4.10 6.04
H -0.19 -1.82 6.36
H -1.59 -0.06 7.46
F -7.27 4.65 7.62
C -7.44 3.47 8.23
C -6.56 2.43 7.96
C -6.72 1.20 8.60
C -7.78 1.03 9.50
C -8.66 2.08 9.76
C -8.48 3.31 9.13
H -5.75 2.58 7.25
H -6.03 0.39 8.40
H -7.91 0.07 9.99
H -9.48 1.93 10.46
H -9.16 4.13 9.33
F -1.25 -0.98 -7.85
C -1.41 -2.16 -7.23
C -0.53 -3.20 -7.51
C -0.70 -4.43 -6.86
C -1.75 -4.61 -5.96
C -2.64 -3.56 -5.70
C -2.46 -2.33 -6.33
H 0.27 -3.05 -8.21
H -0.01 -5.25 -7.06
H -1.88 -5.57 -5.47
H -3.46 -3.70 -5.00
H -3.13 -1.50 -6.13
F -3.55 -7.90 -7.06
C -4.36 -7.20 -7.87
C -5.63 -7.68 -8.15
C -6.48 -6.95 -8.99
C -6.03 -5.75 -9.54
C -4.75 -5.27 -9.25
C -3.91 -6.00 -8.41
H -5.95 -8.62 -7.72
H -7.47 -7.32 -9.21
H -6.69 -5.18 -10.19
H -4.41 -4.33 -9.69
H -2.92 -5.64 -8.17
F 5.89 -0.74 -3.63
C 5.01 -0.76 -4.64
C 5.27 -1.57 -5.74
C 4.35 -1.60 -6.79
C 3.19 -0.81 -6.73
C 2.95 -0.01 -5.62
C 3.86 0.02 -4.57
H 6.17 -2.16 -5.78
H 4.53 -2.23 -7.66
H 2.48 -0.84 -7.56
H 2.05 0.60 -5.58
H 3.68 0.63 -3.69
F 5.53 -6.41 -6.93
C 6.76 -5.98 -6.65
C 7.25 -4.84 -7.28
C 8.53 -4.38 -6.99
C 9.33 -5.09 -6.08
C 8.84 -6.24 -5.46
C 7.55 -6.68 -5.74
H 6.62 -4.31 -7.99
H 8.91 -3.49 -7.47
H 10.33 -4.74 -5.86
H 9.46 -6.78 -4.76
H 7.15 -7.57 -5.26
*
```

Summary:
* Kohn-Sham gap: 9.04 eV
* energy: -137632.9837 eV
* max |F|: 8.7 eV/Å
* SMILES string: CN(C)B(O)[C@H]1[C@H](P(=N)(O)O)OC(=O)[C@]1(CCCS(=O)(=O)O)CON=O.Fc1ccccc1.Fc1ccccc1.Fc1ccccc1.Fc1ccccc1.Fc1ccccc1.Fc1ccccc1.Fc1ccccc1.Fc1ccccc1.Fc1ccccc1
* E_LUMO: -0.1 eV



# 6
Density functional theory data (ωB97M-V/def2-TZVPD) for C19H26N2O4S2 as an isolated structure in a non-equilibrium geometry.

Geometry as ORCA input:
```
! RIJCOSX wB97M-V def2-TZVPD def2/J DEFGRID3
* xyz 0 1
C 1.93 -3.92 4.97
C 1.04 -4.99 4.29
C 1.30 -5.33 2.82
O 2.10 -6.35 2.59
N 1.18 -4.56 1.91
C 0.19 -3.45 2.28
C 0.14 -2.40 1.43
C -0.87 -1.52 1.29
C -1.73 -1.46 2.41
C -1.62 -2.30 3.39
C -0.95 -3.45 3.34
S -0.79 -4.80 4.51
H -2.12 -2.33 4.19
H -2.51 -0.50 2.54
S -0.92 -0.26 -0.01
O 0.29 -0.19 -0.52
O -1.17 1.17 0.71
C -2.28 -0.72 -0.90
C -2.14 -0.39 -2.57
H -1.10 -0.73 -2.60
C -2.12 1.01 -2.72
O -3.28 1.60 -2.90
N -1.14 1.78 -2.36
H -0.32 1.33 -1.80
C -1.04 3.03 -2.68
C -0.65 3.87 -1.16
C 1.01 4.24 -0.79
H 0.72 4.43 0.20
C 1.89 3.14 -0.97
H 2.74 3.34 -0.40
C 2.29 3.18 -2.60
C 1.43 2.72 -3.69
H 1.13 1.78 -3.55
C 0.20 3.60 -3.59
H 0.35 4.66 -3.50
H -0.64 3.45 -4.57
H 1.88 2.90 -4.74
H 2.66 4.40 -2.52
H 3.22 2.56 -2.62
H 1.32 2.08 -0.78
H 1.13 5.29 -1.27
H -1.34 4.73 -0.70
H -0.90 3.04 -0.26
H -1.77 3.55 -2.73
H -2.81 -1.04 -3.08
H -2.33 -1.71 -0.94
H -3.13 -0.16 -0.64
H 0.82 -2.32 0.33
H 1.28 -4.71 0.99
H 1.08 -6.10 5.10
H 2.94 -4.34 4.82
H 1.79 -3.11 4.31
H 1.64 -3.73 5.78
*
```

Summary:
* Kohn-Sham gap: 7.76 eV
* energy: -52949.0832 eV
* max |F|: 15.9 eV/Å
* ΔE to the lowest compared entry with this formula, charge and spin: 417.9 kcal per mole
* E_LUMO: -0.6 eV



# 7
Density functional theory data (ωB97M-V/def2-TZVPD) for a 5-piece molecular cluster, C6H22O5 overall in a non-equilibrium geometry.

Geometry as ORCA input:
```
! RIJCOSX wB97M-V def2-TZVPD def2/J DEFGRID3
* xyz 0 1
C 7.98 -5.45 7.45
C 7.55 -5.31 8.93
C 8.27 -6.25 9.83
O 7.79 -4.04 9.37
H 7.77 -6.41 6.97
H 9.02 -5.18 7.30
H 7.43 -4.65 6.95
H 6.47 -5.36 9.01
H 7.76 -6.45 10.77
H 9.26 -5.91 10.15
H 8.44 -7.22 9.36
H 8.75 -3.99 9.33
C 3.16 -5.67 9.69
C 2.23 -6.86 9.90
C 2.50 -7.58 11.23
O 0.95 -6.44 10.11
H 3.04 -5.24 8.70
H 4.16 -6.10 9.61
H 3.26 -4.89 10.45
H 2.27 -7.60 9.10
H 1.76 -8.35 11.46
H 2.40 -6.84 12.02
H 3.49 -8.00 11.42
H 0.60 -5.92 9.38
O 5.59 -2.65 10.22
H 6.28 -3.06 9.70
H 5.61 -3.11 11.06
O 10.46 -3.48 8.82
H 10.49 -2.53 8.87
H 10.60 -3.67 7.89
O 12.61 -4.94 10.09
H 11.75 -4.60 9.87
H 12.86 -5.46 9.32
*
```

Summary:
* Kohn-Sham gap: 10.29 eV
* energy: -16815.6915 eV
* max |F|: 2.8 eV/Å
* SMILES string: CC(C)O.CC(C)O.O.O.O
* ΔE to the lowest compared entry with this formula, charge and spin: 21.5 kcal per mole
* E_LUMO: 0.1 eV



# 8
Density functional theory data (ωB97M-V/def2-TZVPD) for C5H11NO2 as an isolated structure in a non-equilibrium geometry.

Geometry as ORCA input:
```
! RIJCOSX wB97M-V def2-TZVPD def2/J DEFGRID3
* xyz 0 1
C 0.14 -0.12 -0.50
C 1.31 0.62 -0.16
C -1.80 -0.33 1.87
C -0.88 0.43 -1.45
N 1.75 0.49 1.08
C 1.50 -0.90 -1.63
O -0.76 0.51 1.52
O 2.02 -1.92 -1.33
H -0.05 -1.03 0.05
H 1.68 1.40 -0.82
H 2.58 0.98 1.37
H 0.87 0.40 1.74
H 1.47 -0.48 -2.65
H -1.54 -1.41 1.89
H -2.67 -0.26 1.18
H -2.20 -0.10 2.87
H -0.44 1.14 -2.15
H -1.36 -0.37 -2.02
H -1.63 0.94 -0.85
*
```

Summary:
* Kohn-Sham gap (spin up / spin down): 6.84 / 6.84 eV
* energy: -10943.9367 eV
* max |F|: 1.9 eV/Å
* ΔE to the lowest compared entry with this formula, charge and spin: 122.9 kcal per mole
* E_LUMO (spin up / spin down): -0.5 / -0.5 eV



# 9
Density functional theory data (ωB97M-V/def2-TZVPD) for C22H37FeO3Si as an isolated structure in a non-equilibrium geometry.

Geometry as ORCA input:
```
! RIJCOSX wB97M-V def2-TZVPD def2/J DEFGRID3
* xyz -1 5
O -3.90 1.10 -3.01
C -2.61 0.55 -3.44
C -2.01 1.95 -3.71
H -2.77 -0.08 -4.31
H -2.05 -0.07 -2.72
C -3.46 2.46 -3.34
H -1.75 2.17 -4.75
H -1.17 2.23 -3.05
C -4.29 3.00 -4.55
H -3.86 2.64 -5.49
H -4.27 4.10 -4.49
H -5.32 2.63 -4.45
C -3.65 3.39 -2.16
H -3.28 2.99 -1.21
H -4.71 3.60 -2.07
H -3.16 4.35 -2.35
Fe 1.45 -0.58 -0.36
C 1.88 0.59 1.61
C 3.18 -0.02 1.63
C 3.83 0.37 0.44
H 3.54 -0.57 2.49
C 2.95 1.16 -0.35
C 1.79 1.41 0.42
H 1.08 2.22 0.26
H 1.22 0.62 2.50
H 4.89 0.22 0.19
H 3.22 1.64 -1.28
C -0.52 -1.03 2.92
C -0.49 -0.32 1.59
C -0.51 -1.23 0.50
H -0.89 0.72 1.50
C -0.18 -2.53 1.09
C -0.34 -2.48 2.43
H -0.40 -3.32 3.15
H -1.54 -0.83 3.28
H -1.09 -1.08 -0.41
H 0.07 -3.39 0.47
O 1.52 -1.26 -2.85
C 1.45 -0.51 -4.11
C 1.74 -1.42 -5.32
H 2.21 0.28 -4.11
H 0.47 -0.05 -4.21
C 2.34 -2.67 -4.72
H 2.46 -0.94 -5.98
H 0.85 -1.63 -5.91
C 2.30 -2.46 -3.18
H 3.38 -2.78 -5.03
H 1.82 -3.58 -5.04
H 3.34 -2.29 -2.84
H 1.94 -3.37 -2.68
C -1.32 0.40 6.00
Si 0.27 -0.50 5.60
C 1.76 0.38 6.26
C 0.23 -2.03 6.69
O 0.43 -0.65 3.96
H -1.49 0.31 7.08
H -2.23 0.03 5.49
H -1.21 1.47 5.76
H 1.48 0.68 7.28
H 2.63 -0.28 6.35
H 2.06 1.28 5.71
H -0.73 -2.53 6.65
H 1.01 -2.74 6.45
H 0.39 -1.72 7.72
*
```

Summary:
* Kohn-Sham gap (spin up / spin down): 3.56 / 4.70 eV
* energy: -71817.0627 eV
* expectation value of S²: 6.06
* max |F|: 2.8 eV/Å
* E_LUMO (spin up / spin down): 2.5 / 2.5 eV



# 10
Density functional theory data (ωB97M-V/def2-TZVPD) for C21H17ClN5O11S2Ti as an isolated structure.

Geometry as ORCA input:
```
! RIJCOSX wB97M-V def2-TZVPD def2/J DEFGRID3
* xyz -1 3
Ti -0.12 -0.49 0.13
O -6.00 -0.70 -0.61
C -5.57 -1.95 -0.52
O -6.33 -2.89 -0.59
C -4.10 -2.15 -0.35
C -3.45 -3.37 -0.27
Cl -4.06 -4.95 -0.39
N -2.13 -3.14 -0.15
N -1.88 -1.82 -0.12
C -3.05 -1.21 -0.24
C -3.00 0.28 -0.21
O -4.04 0.93 -0.42
O -1.85 0.77 0.02
C -1.06 -4.07 0.01
C 0.03 -3.99 -0.84
C 1.11 -4.84 -0.63
C 1.08 -5.76 0.40
C -0.03 -5.84 1.24
C -1.10 -4.99 1.05
H -5.25 -0.02 -0.53
H 0.05 -3.25 -1.63
H 1.97 -4.76 -1.27
H 1.92 -6.42 0.56
H -0.04 -6.55 2.06
H -1.94 -5.00 1.73
O 0.48 -2.18 1.72
S 0.55 -1.17 2.79
O 0.15 -1.63 4.09
O -0.16 0.04 2.32
C 2.27 -0.67 2.95
C 2.82 -0.89 4.21
C 4.13 -0.53 4.49
C 4.91 0.04 3.50
C 4.38 0.26 2.24
C 3.07 -0.09 1.95
S 2.56 0.23 0.25
O 3.74 0.72 -0.42
O 1.45 1.19 0.30
O 2.05 -1.05 -0.26
H 2.19 -1.34 4.96
H 4.54 -0.71 5.47
H 5.94 0.33 3.71
H 4.97 0.70 1.45
C 0.07 2.68 -4.67
N 0.31 1.50 -3.88
C 0.63 0.20 -4.44
C 0.38 -0.72 -3.25
O 0.55 -1.92 -3.27
N -0.06 0.03 -2.19
C -0.16 1.29 -2.62
N -0.67 2.27 -1.89
H 0.76 2.66 -5.52
H 0.29 3.57 -4.10
H -0.95 2.73 -5.05
H 1.67 0.14 -4.77
H -0.04 -0.07 -5.26
H -1.16 2.02 -1.03
H -0.82 3.18 -2.29
*
```

Summary:
* Kohn-Sham gap (spin up / spin down): 5.50 / 8.98 eV
* energy: -109342.5083 eV
* expectation value of S²: 2.00
* max |F|: 0.4 eV/Å
* ΔE to the lowest compared entry with this formula, charge and spin: 0.0 kcal per mole
* E_LUMO (spin up / spin down): 2.1 / 2.1 eV



Which value of energy does entry 8 give? -10943.9367 eV



What is the max |F| in the second record? 3.9 eV/Å



Among the records above, which one has the highest energy? C6H12O